{"formula": "C3H4NO", "method": "the ωB97M-V functional and the def2-TZVPD basis", "total_charge": -1, "lumo_energy_ha": 0.1586, "orbital_gap_ev": 7.61, "total_energy_ev": -6707.9939, "e_above_lowest_kj_mol": 269.5, "species": ["C", "C", "C", "N", "O", "H", "H", "H", "H"], "coordinates": [[-0.001, 0.290, 0.224], [0.641, 0.653, 1.228], [-0.670, -0.302, -0.871], [1.684, 1.943, 3.007], [2.776, 1.580, 3.505], [-1.517, -0.932, -0.643], [-1.259, 0.321, -1.519], [-0.035, -0.855, -1.606], [0.980, 1.726, 3.719]]}